Entry 1:
15
Properties=species:S:1:pos:R:3:forces:R:3:mulliken_charge:R:1 method="wB97M-V/def2-TZVPD" e_lumo_ev=0.2 total_charge=0 de_lowest_kcal_mol=143.9
N -1.0421 1.0049 -0.5627 -1.23 4.52 6.67 -0.672
C -0.0452 0.5264 -1.3532 2.08 -0.39 -3.67 -0.616
C 1.1717 -0.1371 -0.6825 2.40 -0.52 -3.67 0.048
C 1.4026 -0.4176 0.5787 -0.46 0.72 2.34 -0.357
C 0.4018 -0.0854 1.6843 -2.51 -1.46 -1.58 -0.157
N -0.7914 -0.6975 1.7126 2.40 1.01 -0.03 -0.460
S -1.1546 -1.8204 0.3999 -3.02 0.15 1.17 -0.150
H -1.0942 0.4201 0.5252 -0.10 3.18 -4.66 0.392
H -0.6641 2.1684 -0.3080 -1.78 -4.52 -0.37 0.271
H -0.4694 -0.2308 -2.0485 0.34 -0.18 0.31 0.288
H 0.1176 1.4202 -2.1396 0.82 -2.10 1.60 0.364
H 2.0816 -0.5689 -1.4035 -2.61 1.43 1.57 0.159
H 2.3535 -0.8324 0.8986 -0.13 -0.12 -0.09 0.360
H 0.4767 0.8760 2.2489 0.14 -1.30 0.20 0.326
H -2.7446 -1.6258 0.4497 3.65 -0.42 0.22 0.203


Entry 2:
15
Properties=species:S:1:pos:R:3:forces:R:3:mulliken_charge:R:1 method="wB97M-V/def2-TZVPD" e_lumo_ev=0.7 total_charge=0 de_lowest_kcal_mol=59.6
C 3.2206 0.9200 0.1670 0.25 -0.45 0.33 -0.840
S 2.4486 -0.6812 -0.2787 -0.29 1.22 -0.23 -0.052
C 0.7390 -0.1992 -0.2404 1.06 0.24 -0.41 -0.240
C -0.1477 -1.1459 0.0074 -0.58 0.17 0.32 -0.400
C -1.5671 -0.8459 0.1130 -0.62 -0.28 -0.19 -0.093
N -2.0762 0.2586 -0.2522 0.61 0.10 -0.74 -0.191
N -3.4055 0.4955 -0.0562 -0.73 0.48 -0.48 -0.513
H 3.2669 1.6695 -0.6210 -0.06 -0.31 -0.29 0.287
H 4.2448 0.6459 0.4743 -0.46 0.35 -0.03 0.304
H 2.6674 1.3605 0.9989 0.24 -0.18 0.08 0.297
H 0.4223 0.8343 -0.4933 0.41 -0.74 0.37 0.385
H 0.1603 -2.1642 0.2172 0.00 0.08 0.06 0.291
H -2.1950 -1.6655 0.4655 -0.25 0.02 0.27 0.294
H -3.8960 0.7640 -0.9299 0.75 -0.16 0.94 0.237
H -3.8824 -0.2464 0.4283 -0.33 -0.50 0.01 0.235


Entry 3:
16
Properties=species:S:1:pos:R:3:forces:R:3:mulliken_charge:R:1 method="wB97M-V/def2-TZVPD" e_lumo_ev=0.3 total_charge=0 de_lowest_kcal_mol=123.1
C 0.3223 1.0975 0.2122 -2.96 -1.37 0.20 0.337
C 0.9282 -0.0319 1.0218 3.25 0.46 -2.06 -0.651
C 0.5516 -0.8307 3.3967 -1.43 -0.23 -0.23 -0.809
C 0.2955 1.5188 -1.2363 0.33 -4.03 -1.36 -0.724
N -1.0009 0.4922 2.0876 -1.78 -0.47 2.18 -0.584
N 0.2685 -0.2642 2.0589 -2.68 0.77 0.69 0.393
S -1.5474 0.7083 0.4127 0.93 0.14 3.00 -0.095
S -1.1438 0.5101 -2.2273 1.62 4.28 -2.40 -0.259
H 0.4286 1.9991 0.7825 0.44 0.46 0.74 0.274
H -0.4022 -1.1231 3.8983 0.38 -0.49 -0.98 0.216
H 1.2277 -1.6864 3.3661 0.14 0.58 -0.02 0.338
H 0.7577 -0.0052 4.0549 1.26 0.33 0.06 0.357
H 1.1504 1.1768 -1.8232 0.16 0.53 0.26 0.357
H 0.1085 2.5519 -1.2993 -0.50 1.04 -0.43 0.395
H -1.6540 -0.0270 2.7442 0.76 0.75 -1.52 0.299
H -1.3091 -0.4829 -1.5057 0.08 -2.76 1.88 0.157


Entry 4:
15
Properties=species:S:1:pos:R:3:forces:R:3:mulliken_charge:R:1 method="wB97M-V/def2-TZVPD" e_lumo_ev="-5.7 / -5.7" total_charge=+1 de_lowest_kcal_mol=185.8
C 0.6879 0.4189 -0.8243 1.10 0.54 -0.23 -0.109
C -0.5473 -1.3444 0.1165 -1.44 4.40 2.56 0.443
C -1.2629 -2.4823 0.6480 -0.33 -0.43 -1.56 -0.826
C 0.6687 2.5940 0.1713 2.34 0.41 0.56 -0.693
N -0.7317 0.9683 0.9065 0.04 -3.65 -1.30 -0.725
N 0.3405 -0.8958 -0.6547 -0.30 -0.97 -1.43 -0.084
N 0.1504 1.2466 0.0621 -2.12 -0.21 1.78 0.610
H 1.6897 0.6863 -1.0595 0.48 -0.37 -0.92 0.202
H -1.7845 -2.3450 1.5735 0.30 0.71 0.84 0.313
H -2.1324 -2.8026 -0.0028 1.41 -0.09 0.10 0.314
H -0.4106 -3.1545 0.7887 -0.63 -0.96 0.02 0.296
H 0.4107 3.0445 1.1488 0.72 -0.71 -0.41 0.287
H 1.7336 2.4531 -0.1378 -0.51 0.73 1.19 0.270
H 0.3194 3.2619 -0.5426 -1.32 0.76 -1.62 0.366
H 0.6661 -1.4669 -1.4506 0.27 -0.17 0.42 0.337


Entry 5:
15
Properties=species:S:1:pos:R:3:forces:R:3:mulliken_charge:R:1 method="wB97M-V/def2-TZVPD" e_lumo_ev=-5.7 total_charge=+1 de_lowest_kcal_mol=181.3
C -0.6393 -0.0346 -0.4916 0.41 -0.88 1.23 0.850
C -2.1287 1.3379 0.7605 2.66 -0.50 1.91 -0.538
C -0.3038 -0.3730 -1.8247 2.19 1.53 -2.25 -1.386
C 1.6826 -0.1975 2.1493 -1.32 3.64 -2.10 -0.579
N -1.8201 0.7146 -0.3334 -2.32 0.28 -0.35 -0.027
N 0.1255 -0.5069 0.4126 0.61 0.52 3.11 0.735
N 0.7434 -0.9315 1.3884 -4.03 -0.10 -3.20 -0.721
H -2.9584 1.9870 0.8951 -1.22 0.07 -1.03 0.239
H 0.7612 -0.3140 -2.0629 0.08 0.51 0.34 0.361
H -0.4738 -1.3203 -2.1510 -1.11 -3.20 -0.21 0.366
H -0.8155 0.2306 -2.5256 -0.47 0.96 -0.67 0.410
H 2.2638 0.4671 1.4310 -0.60 -0.27 1.61 0.337
H 1.0710 0.2391 2.9976 0.72 0.11 -1.06 0.317
H 2.1896 -0.9622 2.5297 2.98 -2.60 1.96 0.322
H -2.4912 0.6738 -1.1622 1.43 -0.08 0.70 0.314


Entry 6:
15
Properties=species:S:1:pos:R:3:forces:R:3:mulliken_charge:R:1 method="wB97M-V/def2-TZVPD" e_lumo_ev=-3.7 total_charge=+1 de_lowest_kcal_mol=101.6
C 1.6051 0.8824 0.4193 -1.85 -0.53 0.31 -0.103
C -2.8995 0.2495 -0.0132 -4.04 -5.36 1.93 0.355
C 2.4419 -0.2431 0.0154 1.06 0.78 -0.69 -0.567
C 1.0688 -0.9430 -0.3029 -0.23 1.03 -1.08 -0.344
N 0.4449 0.2988 0.2734 1.20 1.81 0.00 -0.161
N -1.9199 0.8196 -0.3534 2.98 5.75 -3.29 -0.474
N -3.6867 -0.5275 0.3859 -0.10 2.34 0.50 -0.265
H 1.8412 1.8777 0.7503 -0.23 0.37 0.15 0.430
H 3.2389 0.1148 -0.7018 -0.96 -1.11 0.32 0.317
H 2.9165 -0.6383 0.9121 0.29 -0.34 -0.15 0.271
H 0.9410 -1.7380 0.4424 -0.47 -0.48 -1.17 0.294
H -0.6596 0.7329 0.1828 1.18 -1.04 0.07 0.423
H -2.1399 1.5447 -1.0871 0.80 -0.81 0.82 0.238
H 0.7152 -0.9664 -1.4282 0.96 -0.86 2.44 0.290
H -3.9080 -1.4642 0.5049 -0.60 -1.54 -0.15 0.298


Entry 7:
15
Properties=species:S:1:pos:R:3:forces:R:3:mulliken_charge:R:1 method="wB97M-V/def2-TZVPD" e_lumo_ev=-6.2 total_charge=+1 de_lowest_kcal_mol=95.4
C -2.5572 0.1621 -0.3936 -0.49 -1.44 0.68 0.098
C -0.6397 -0.6973 0.4970 0.70 -0.07 0.15 0.069
C 2.2480 -0.0962 -0.0253 -0.13 0.20 -0.02 -1.215
C 1.1384 0.9488 -0.1631 1.46 0.47 -0.11 -0.150
N -1.8915 1.1209 -0.8106 3.36 0.13 0.64 -0.237
N -1.9717 -0.8668 0.3185 -0.09 -0.06 0.09 -0.054
N -0.1124 0.3429 0.0086 -4.89 0.63 -1.25 -0.187
H -3.6260 0.0802 -0.5792 -0.04 0.27 -0.14 0.392
H -0.0989 -1.4625 1.0508 0.02 0.07 -0.09 0.381
H 3.2041 0.3819 -0.2058 0.13 0.04 0.03 0.356
H 2.1183 -0.8914 -0.7543 0.00 -0.08 -0.07 0.383
H 2.2516 -0.5156 0.9752 0.11 -0.08 0.15 0.360
H 1.1604 1.4008 -1.1592 -0.09 -0.08 0.11 0.266
H 1.2537 1.7603 0.5654 -0.08 -0.16 -0.10 0.307
H -2.4771 -1.6681 0.6755 0.02 0.16 -0.07 0.232


Entry 8:
18
Properties=species:S:1:pos:R:3:forces:R:3:mulliken_charge:R:1 method="wB97M-V/def2-TZVPD" e_lumo_ev="-4.5 / -4.5" total_charge=+1 de_lowest_kcal_mol=114.4
C 0.2488 -1.8537 -0.0684 -0.17 -2.31 -1.62 0.066
C -0.8762 0.1391 0.7112 0.13 -0.55 -2.32 0.542
C 1.0746 -0.4465 -1.8642 -2.23 2.76 3.06 -0.302
C -0.8651 0.8897 2.0061 0.83 -0.68 -2.43 -0.989
N -1.3554 -0.3599 -1.6131 -1.29 -2.32 -0.24 -0.828
N 1.0503 -1.6644 -1.1723 -0.79 0.50 2.00 -0.081
N -1.5386 0.2984 -0.4596 0.64 1.90 3.51 0.360
O -0.0989 -0.9477 0.8292 0.66 0.42 -0.32 -0.253
O -0.2371 -0.1725 -2.3653 -0.04 0.73 0.32 -0.049
S 1.6480 0.9830 -0.7755 0.57 -0.37 -0.94 -0.192
H 0.0555 -2.8914 0.4214 0.78 1.71 -1.66 0.368
H 1.5867 -0.4528 -2.7405 2.09 -0.42 -2.16 0.556
H -1.4467 0.1663 2.5759 -0.05 0.87 1.15 0.332
H 0.2405 0.9208 2.2252 -1.36 0.14 0.42 0.288
H -1.2355 1.8671 1.7217 -0.43 0.25 1.05 0.365
H 1.2843 -2.3497 -1.8619 -0.26 -1.61 0.63 0.304
H -2.4521 0.8189 -0.2903 1.34 -0.59 -0.98 0.295
H 2.1967 1.7193 -1.7936 -0.42 -0.43 0.53 0.217